The following is a DFT calculation (wB97M-V/def2-TZVPD) of a structure of composition C17H40N8OSi2TeTi.

XYZ file:
```
70
Properties=species:S:1:pos:R:3:forces:R:3
H -0.92967 0.71260 -4.59231 -0.01 0.00 0.01
C 3.83080 0.83414 1.35169 0.01 -0.02 -0.15
H -2.08281 2.62900 5.16379 0.00 -0.02 0.01
H -0.46750 -2.75920 -2.76912 0.00 0.01 -0.02
C 0.61564 1.95261 -1.89557 -0.03 -0.08 -0.04
H -4.20920 0.35460 4.66074 0.03 0.00 0.00
H 1.40238 2.65504 -2.11916 0.04 -0.02 0.03
H 4.62725 -1.96183 4.18026 -0.04 -0.02 -0.01
H 5.76724 -1.31431 2.99962 0.00 0.00 -0.03
C -1.03001 -3.55762 1.09778 0.08 -0.06 0.03
H -0.39300 1.49100 -6.06927 0.00 0.02 -0.01
C -2.57281 2.88303 -5.25243 -0.03 0.00 0.02
C -0.42479 1.59987 -4.98677 0.03 -0.06 -0.01
H -2.82881 3.74968 4.03695 -0.01 0.00 0.01
H -3.67342 2.67539 1.08438 -0.01 0.02 0.02
C 3.14311 -2.15228 1.28148 -0.27 -0.01 -0.28
H 3.80312 1.76708 1.91770 0.02 -0.03 0.07
H 2.28436 -2.11615 0.57156 0.08 0.04 0.02
N -0.32213 -4.63704 1.37534 -0.01 0.06 -0.03
Te 0.41853 0.65234 2.18052 0.03 0.20 0.03
C 1.30192 -2.98535 -3.88935 -0.03 0.01 0.02
H -2.83113 -2.65013 1.07765 -0.03 -0.01 -0.01
N -1.36673 1.05837 -1.82851 0.06 -0.13 -0.10
C 4.85288 -1.09740 3.55454 -0.06 0.10 0.03
H -5.10282 1.48493 3.66057 0.00 0.02 -0.01
H 3.47854 -2.78006 -4.17817 0.01 0.01 0.00
C -1.41635 0.09982 3.11726 0.06 -0.17 -0.06
H -2.33102 3.15163 -2.77406 -0.01 0.04 -0.09
H 1.97520 0.19674 4.25986 0.05 0.01 -0.01
H -1.78443 -0.79929 2.62052 0.00 -0.01 0.04
N 1.24860 -2.05130 -1.86847 -0.09 0.16 0.12
H -0.73514 -5.47856 1.75014 -0.01 0.00 0.00
H 4.83760 0.74088 0.93684 0.00 0.03 0.00
H -2.98229 1.14200 0.58766 0.00 -0.01 0.00
H 0.66496 -4.64240 1.17351 0.00 -0.04 0.03
C -2.82617 2.00515 1.24149 0.03 -0.02 0.00
N 0.52530 -2.61852 -2.86269 0.00 0.02 0.05
C 2.51578 -2.05559 -2.31554 0.01 -0.02 0.02
H 1.40527 -1.35613 3.64017 -0.01 0.03 0.03
Si -2.71533 1.50880 3.05065 -0.12 -0.02 0.08
C -1.17643 2.87952 -4.63508 -0.01 0.08 -0.08
H -1.13884 -0.17592 4.13648 -0.03 0.07 0.03
H -2.86394 -4.28521 1.63914 0.00 0.00 0.00
C -2.12878 2.91452 4.11148 -0.01 0.02 -0.02
C -4.30436 0.74035 3.64423 0.03 0.08 -0.02
H 0.88129 -3.47071 -4.75539 0.04 -0.01 -0.02
H -3.10997 3.80235 -5.01822 0.00 0.01 -0.01
H -0.82656 4.07154 -2.79408 -0.02 0.03 -0.10
N -0.66288 2.08973 -2.27280 -0.09 0.04 0.05
H -4.64179 -0.07566 3.00186 0.02 -0.01 -0.02
N 0.71136 0.82418 -1.22821 0.06 0.02 0.02
H -1.93359 2.54669 0.90978 0.02 -0.02 0.01
H -0.61422 3.71976 -5.04658 0.00 -0.01 -0.01
H 0.61353 1.60337 -4.64439 0.00 0.00 0.01
H 2.95334 -3.05918 1.85949 0.07 0.02 0.08
C -1.29644 3.14246 -3.11312 0.07 -0.14 0.35
Ti 0.53428 -1.05340 -0.08002 0.25 -0.60 0.05
N -0.52996 0.31166 -1.21610 -0.27 0.36 -0.26
C 1.84736 -0.39915 3.35571 -0.06 -0.10 0.09
Si 3.46659 -0.66137 2.40982 0.10 0.00 0.12
H -2.51353 2.80342 -6.33636 0.02 0.00 -0.01
O -0.41476 -2.51744 0.62354 0.00 0.20 -0.11
H -1.14772 3.29939 3.82403 0.01 -0.03 -0.03
C 2.60014 -2.63074 -3.57548 -0.03 -0.02 -0.03
H 3.30762 -1.64173 -1.71036 0.01 -0.01 -0.02
H 3.15344 0.95981 0.49721 -0.02 -0.04 0.04
H 3.99105 -2.34982 0.62220 0.06 -0.01 0.07
H 5.06849 -0.25819 4.21960 0.02 0.00 0.00
N -2.33511 -3.50183 1.28421 0.02 0.02 0.00
H -3.16252 2.04005 -4.88384 0.00 -0.01 0.01
```
Forces are in eV/Å.

gap between HOMO and LUMO (spin up / spin down) = 7.28 / 7.74 eV
net charge = +3
LUMO (spin up / spin down) = -9.99 / -9.59 eV
maximum force = 0.6 eV/Å
2S+1 = 2